(1)
{
  "formula": "C8H30AgCs2O15P",
  "method": "ωB97M-V with the def2-TZVPD basis set",
  "mol_weight_g_mol": 770.97,
  "homo_lumo_gap_ev": [5.63, 4.00],
  "spin_multiplicity": 2,
  "charge": 1,
  "lumo_ha": [-0.221, -0.281],
  "fmax_ev_per_a": 4.79,
  "homo_ev": [-11.65, -11.64],
  "symbols": ["Cs", "Cs", "Ag", "P", "O", "O", "O", "O", "O", "O", "O", "O", "O", "O", "O", "O", "O", "O", "O", "C", "C", "C", "C", "C", "C", "C", "C", "H", "H", "H", "H", "H", "H", "H", "H", "H", "H", "H", "H", "H", "H", "H", "H", "H", "H", "H", "H", "H", "H", "H", "H", "H", "H", "H", "H", "H", "H"],
  "xyz": [[-4.511, 2.048, 2.069], [-0.679, -0.765, -3.377], [-3.725, -0.298, -1.149], [-1.254, 0.407, -0.035], [-2.119, -3.755, -0.565], [1.518, 1.794, -2.713], [-0.635, 1.846, 3.349], [-5.427, 3.294, -0.827], [2.045, 0.882, 2.315], [1.130, 3.596, -0.476], [-0.308, 1.116, -0.989], [-1.753, -0.888, -0.742], [3.803, -2.964, -1.176], [1.674, -0.989, -1.255], [-2.615, 1.104, -0.032], [-0.590, 0.149, 1.292], [-1.616, 3.290, 1.198], [0.275, -1.740, 2.949], [-3.439, -6.145, -1.142], [1.760, 1.981, 3.164], [3.036, -0.666, -0.935], [3.766, -1.834, -0.311], [2.349, 2.882, -2.265], [-2.640, -5.527, -2.175], [-2.409, -4.039, -1.946], [2.464, 3.242, -0.759], [0.593, 1.707, 4.112], [-1.739, 2.465, 0.725], [-0.810, 3.155, 1.712], [0.746, 2.351, 4.978], [-0.220, -1.134, 2.377], [-1.777, -6.194, -2.259], [-1.637, -3.684, -2.634], [2.767, 2.398, -0.134], [0.532, 0.678, 4.469], [1.270, 0.715, 1.766], [1.187, -0.245, -0.883], [-3.282, -3.447, -2.247], [3.156, 0.317, -0.484], [-6.259, 3.190, -1.301], [-5.242, 2.424, -0.472], [-3.544, -5.574, -0.376], [3.242, -2.219, 0.569], [0.806, 1.640, -2.075], [2.041, 3.721, -2.891], [3.137, 4.068, -0.531], [-0.657, 1.122, 2.712], [-3.089, -5.844, -3.120], [3.489, -0.560, -1.926], [1.618, 2.843, 2.509], [4.751, -1.525, 0.037], [2.579, 2.088, 3.878], [0.633, 2.798, -0.281], [-1.801, -2.848, -0.628], [2.911, -3.318, -1.120], [3.303, 2.506, -2.653], [1.194, -1.612, 2.699]]
}


(2)
{
  "formula": "C4H4F2O",
  "method": "ωB97M-V with the def2-TZVPD basis set",
  "mol_weight_g_mol": 106.07,
  "homo_lumo_gap_ev": [10.40, 6.65],
  "charge": 0,
  "lumo_ha": [-0.003, -0.072],
  "fmax_ev_per_a": 4.32,
  "homo_ev": [-10.48, -8.60],
  "e_above_lowest_kj_mol": 525.6,
  "symbols": ["F", "F", "O", "C", "C", "C", "C", "H", "H", "H", "H"],
  "xyz": [[4.131, 0.608, 0.530], [-0.434, -1.978, 0.144], [2.271, 0.217, -0.504], [-0.479, -0.687, 0.469], [-1.811, -0.054, 0.611], [-0.841, 0.251, -0.572], [3.275, 0.817, -0.455], [-0.525, 1.231, -0.589], [-2.614, -0.592, 0.401], [-1.944, 0.535, 1.412], [-1.030, -0.347, -1.447]]
}


(3)
{
  "formula": "C21H31F4N3ReSeSi",
  "method": "ωB97M-V with the def2-TZVPD basis set",
  "mol_weight_g_mol": 694.75,
  "homo_lumo_gap_ev": [5.98, 7.26],
  "spin_multiplicity": 4,
  "charge": 2,
  "lumo_ha": [-0.288, -0.259],
  "fmax_ev_per_a": 1.83,
  "homo_ev": [-13.83, -14.32],
  "e_above_lowest_kj_mol": 116.3,
  "symbols": ["Re", "Se", "Si", "F", "F", "F", "F", "N", "N", "N", "C", "C", "C", "C", "C", "C", "C", "C", "C", "C", "C", "C", "C", "C", "C", "C", "C", "C", "C", "C", "C", "H", "H", "H", "H", "H", "H", "H", "H", "H", "H", "H", "H", "H", "H", "H", "H", "H", "H", "H", "H", "H", "H", "H", "H", "H", "H", "H", "H", "H", "H", "H"],
  "xyz": [[0.217, 0.323, 0.283], [-0.167, 0.375, -1.953], [0.062, 0.105, -4.731], [-1.251, -2.866, 5.833], [-0.808, -2.054, 0.509], [-0.009, -0.703, 4.967], [-2.202, -4.170, 1.426], [2.650, 0.037, 0.567], [-1.229, 1.915, 1.210], [0.422, -0.296, 2.116], [-0.463, -1.581, 4.065], [-1.754, -3.588, 3.662], [2.567, 2.400, -0.387], [1.619, 0.216, 2.782], [-1.747, 0.324, -5.086], [-3.068, 0.677, 2.267], [-1.157, -2.690, 4.525], [2.773, -0.374, 1.990], [-3.549, 2.209, 0.469], [-5.340, 1.040, 1.568], [-2.639, 1.586, 1.309], [3.231, -1.054, -0.268], [3.365, 1.336, 0.350], [0.759, -1.618, -4.734], [-4.421, 0.407, 2.393], [-0.931, -2.263, 1.850], [1.213, 1.563, -4.836], [3.209, -0.839, -1.770], [-4.902, 1.940, 0.608], [-1.638, -3.353, 2.306], [-0.293, -1.348, 2.694], [3.737, -0.072, 2.401], [2.700, -1.460, 2.051], [3.165, 3.309, -0.461], [3.699, 0.085, -2.076], [-3.205, 2.925, -0.270], [1.811, -1.638, -4.449], [-0.843, 2.047, 2.141], [0.682, -2.055, -5.734], [-2.356, 0.198, 2.929], [-1.934, 0.300, -6.163], [3.646, 1.735, 1.324], [4.267, -1.201, 0.056], [1.647, 1.309, 2.718], [-2.303, -4.437, 4.043], [1.698, -0.057, 3.828], [2.176, 1.342, -4.374], [2.290, 2.085, -1.391], [1.655, 2.663, 0.166], [-1.117, 2.779, 0.689], [-2.115, 1.279, -4.709], [-5.615, 2.456, -0.020], [1.404, 1.841, -5.877], [0.201, -2.267, -4.057], [0.780, 2.432, -4.341], [-2.333, -0.476, -4.633], [2.186, -0.839, -2.142], [-6.396, 0.835, 1.681], [2.679, -1.967, -0.039], [-4.756, -0.281, 3.158], [3.742, -1.668, -2.234], [4.286, 1.140, -0.201]]
}


(4)
{
  "formula": "C5H14N3",
  "method": "ωB97M-V with the def2-TZVPD basis set",
  "mol_weight_g_mol": 116.19,
  "homo_lumo_gap_ev": [10.58, 6.82],
  "spin_multiplicity": 2,
  "charge": 2,
  "lumo_ha": [-0.302, -0.441],
  "fmax_ev_per_a": 1.31,
  "homo_ev": [-18.81, -18.81],
  "e_above_lowest_kj_mol": 105.7,
  "symbols": ["N", "N", "N", "C", "C", "C", "C", "C", "H", "H", "H", "H", "H", "H", "H", "H", "H", "H", "H", "H", "H", "H"],
  "xyz": [[-1.933, 1.759, -1.288], [-1.376, -0.335, -0.428], [-3.577, 0.424, -0.371], [-2.296, 0.607, -0.702], [1.772, -1.183, 0.694], [1.829, 0.134, 0.195], [1.555, 1.318, 1.012], [2.237, -2.334, -0.067], [-1.722, -1.262, -0.230], [1.361, 1.041, 2.045], [-3.795, -0.450, 0.087], [2.528, -2.057, -1.078], [1.469, -3.118, -0.103], [-2.380, 2.616, -0.985], [1.443, -1.424, 1.704], [3.109, -2.785, 0.433], [0.652, 1.829, 0.636], [2.234, 0.274, -0.805], [-0.416, -0.178, -0.150], [2.346, 2.064, 0.887], [-0.940, 1.839, -1.447], [-4.100, 1.224, -0.040]]
}


(5)
{
  "formula": "C15H17NO3S",
  "method": "ωB97M-V with the def2-TZVPD basis set",
  "mol_weight_g_mol": 291.37,
  "homo_lumo_gap_ev": 8.56,
  "charge": 0,
  "lumo_ha": 0.018,
  "fmax_ev_per_a": 19.94,
  "homo_ev": -8.06,
  "e_above_lowest_kj_mol": 1279.4,
  "symbols": ["S", "O", "O", "O", "N", "C", "C", "C", "C", "C", "C", "C", "C", "C", "C", "C", "C", "C", "C", "C", "H", "H", "H", "H", "H", "H", "H", "H", "H", "H", "H", "H", "H", "H", "H", "H", "H"],
  "xyz": [[1.581, 1.384, -0.276], [-4.947, -1.846, 0.251], [4.361, 3.998, 0.220], [-0.815, 0.905, -0.325], [-2.114, -0.589, 0.714], [3.174, 3.533, -0.121], [-0.822, -0.242, 0.098], [-4.066, -1.032, -0.362], [-3.984, -1.229, -1.923], [3.183, 2.116, -0.086], [1.784, -2.965, 1.171], [5.403, 3.962, -0.661], [0.406, -1.014, 0.607], [0.364, -2.166, 0.770], [2.942, -2.328, 1.191], [2.753, -0.861, 0.653], [-5.486, -2.679, -0.837], [-3.329, -0.303, 0.381], [1.683, -0.255, 0.316], [-4.880, -2.224, -1.939], [6.330, 4.431, -0.341], [2.900, 3.878, -1.178], [-0.547, -2.807, 1.062], [2.505, 4.059, 0.584], [3.529, 1.991, 1.259], [-3.825, 0.128, 1.429], [-3.049, 0.642, -0.063], [-3.508, -0.553, -2.607], [3.803, -2.677, 1.187], [3.915, 1.659, -0.571], [4.981, 4.175, -1.756], [3.728, -0.406, 0.601], [-6.145, -3.536, -0.828], [1.688, -4.050, 1.521], [-5.291, -2.708, -3.096], [-2.005, -1.495, 1.312], [5.839, 2.855, -0.919]]
}


(6)
{
  "formula": "C20H24N2O4",
  "method": "ωB97M-V with the def2-TZVPD basis set",
  "mol_weight_g_mol": 356.42,
  "homo_lumo_gap_ev": 8.50,
  "charge": 0,
  "lumo_ha": 0.027,
  "fmax_ev_per_a": 0.63,
  "homo_ev": -7.76,
  "smiles": "COc1ccc(CCNC(=O)CN2CCOc3ccccc32)cc1OC",
  "e_above_lowest_kj_mol": 223.5,
  "symbols": ["O", "O", "O", "O", "N", "N", "C", "C", "C", "C", "C", "C", "C", "C", "C", "C", "C", "C", "C", "C", "C", "C", "C", "C", "C", "C", "H", "H", "H", "H", "H", "H", "H", "H", "H", "H", "H", "H", "H", "H", "H", "H", "H", "H", "H", "H", "H", "H", "H", "H"],
  "xyz": [[0.325, 3.206, -2.790], [-2.350, -1.637, -1.117], [-1.326, 1.358, -3.569], [-0.312, -1.105, 4.633], [-0.433, -1.950, 0.041], [-1.460, -0.408, 2.144], [-0.215, 0.921, -2.921], [1.201, -0.769, -1.924], [-2.301, 0.404, -3.929], [2.068, 0.219, -1.503], [-2.008, -1.467, 2.958], [0.633, 0.742, 1.591], [1.679, -0.008, 4.034], [-2.014, -0.273, 0.825], [1.429, -2.211, -1.555], [-0.162, -0.019, 2.452], [0.074, -0.405, -2.659], [1.181, 4.246, -2.393], [1.916, 1.117, 1.943], [1.821, 1.554, -1.797], [-1.699, -1.146, 4.418], [-1.616, -1.351, -0.191], [0.681, 1.925, -2.486], [2.452, 0.733, 3.159], [0.179, -2.841, -0.920], [0.385, -0.374, 3.701], [-2.089, -1.917, 5.086], [0.176, -1.571, 0.752], [2.950, -0.040, -0.935], [1.698, -2.795, -2.438], [-2.149, -0.178, 4.678], [-3.140, 0.979, -4.317], [2.524, 2.300, -1.462], [2.262, -2.267, -0.850], [2.057, -0.316, 4.996], [-3.106, -0.291, 0.903], [0.710, 5.164, -2.740], [-2.627, -0.187, -3.068], [2.498, 1.705, 1.251], [0.448, -3.780, -0.425], [-1.932, -0.266, -4.712], [-0.582, -3.049, -1.673], [-1.577, -2.448, 2.705], [2.171, 4.152, -2.852], [1.291, 4.287, -1.303], [0.258, 1.038, 0.624], [-0.596, -1.174, -3.004], [-3.088, -1.512, 2.805], [3.457, 1.013, 3.430], [-1.741, 0.696, 0.400]]
}


(7)
{
  "formula": "C22H42BO28P2S3",
  "method": "ωB97M-V with the def2-TZVPD basis set",
  "mol_weight_g_mol": 923.51,
  "homo_lumo_gap_ev": 10.46,
  "charge": -1,
  "lumo_ha": 0.079,
  "fmax_ev_per_a": 1.58,
  "homo_ev": -8.30,
  "e_above_lowest_kj_mol": 0.0,
  "symbols": ["S", "S", "S", "P", "P", "O", "O", "O", "O", "O", "O", "O", "O", "O", "O", "O", "O", "O", "O", "O", "O", "O", "O", "O", "O", "O", "O", "O", "O", "O", "O", "O", "O", "C", "C", "C", "C", "C", "C", "C", "C", "C", "C", "C", "C", "C", "C", "C", "C", "C", "C", "C", "C", "C", "C", "B", "H", "H", "H", "H", "H", "H", "H", "H", "H", "H", "H", "H", "H", "H", "H", "H", "H", "H", "H", "H", "H", "H", "H", "H", "H", "H", "H", "H", "H", "H", "H", "H", "H", "H", "H", "H", "H", "H", "H", "H", "H", "H"],
  "xyz": [[-2.786, 5.874, -6.210], [1.379, 3.891, 1.025], [4.791, -2.230, -6.307], [-4.148, 2.486, 1.864], [2.298, -3.651, 5.257], [2.204, -1.110, 0.589], [-0.612, 0.203, -2.710], [-3.885, 5.009, -6.433], [-5.622, 1.929, 1.802], [-4.354, 3.747, 2.771], [0.929, 2.378, 1.211], [2.653, 4.051, 1.614], [-3.500, 2.743, 0.573], [-2.029, 5.424, -4.904], [1.967, -4.167, 6.577], [-2.920, 7.272, -6.203], [0.350, -1.886, -3.221], [1.272, -0.603, -1.386], [1.559, -4.331, 4.044], [0.479, -1.614, -5.451], [3.677, -3.127, -5.650], [-0.747, -1.747, -1.099], [3.800, -1.383, -7.199], [0.321, 4.762, 1.395], [-1.619, 5.447, -7.208], [5.353, -1.390, -5.329], [-3.372, 1.494, 2.829], [-0.906, 0.897, -4.836], [5.637, -3.024, -7.124], [1.484, 3.863, -0.557], [1.940, -2.138, 5.069], [-0.291, -2.642, 0.931], [3.822, -3.806, 4.823], [-0.544, 0.085, -4.037], [2.628, -3.362, -6.613], [0.075, 2.083, 0.087], [1.963, -0.055, 3.919], [-2.811, -0.859, 2.406], [1.005, -6.088, 2.500], [0.726, 2.767, -1.089], [-2.384, 0.572, 2.254], [-1.365, 4.176, -5.208], [-3.232, 4.591, 3.116], [-0.998, 4.257, -6.706], [-6.737, -0.024, 0.957], [4.857, -3.532, 5.744], [2.649, -2.154, -7.557], [6.229, -3.820, 5.104], [2.173, -1.528, 3.769], [1.322, -1.211, -0.207], [0.011, -2.015, -0.039], [-3.210, 4.840, 4.591], [-6.110, 1.302, 0.595], [0.155, -1.252, -4.356], [2.008, -5.594, 3.523], [0.021, -0.964, -2.077], [-7.343, 0.091, 1.855], [-6.831, 1.981, 0.135], [6.883, -2.951, 5.116], [-3.419, 5.505, 2.554], [2.674, 0.340, 4.649], [2.936, -4.248, -7.174], [-4.141, 5.234, 4.991], [-0.111, 1.043, -0.157], [-0.902, 2.489, 0.368], [-1.990, 3.313, -4.997], [-3.536, -1.126, 1.639], [2.978, -5.455, 3.047], [-1.524, 0.829, 2.874], [-3.176, -1.047, 3.412], [4.783, -4.143, 6.648], [-1.907, -1.444, 2.224], [0.860, -5.413, 1.658], [-1.364, 3.380, -7.234], [4.847, -2.521, 6.165], [2.774, -2.485, -8.588], [1.750, -1.555, -7.461], [-2.284, 4.151, 2.804], [1.371, 2.125, -1.691], [0.949, 0.174, 4.250], [3.161, -1.811, 3.403], [-0.012, 3.091, -1.826], [6.740, -4.561, 5.729], [2.104, 0.509, 2.997], [1.416, -7.017, 2.092], [-2.865, 3.967, 5.149], [-0.527, 4.204, -4.517], [1.480, -1.948, 3.036], [1.702, -3.526, -6.083], [-2.433, 5.583, 4.809], [-5.297, 1.219, -0.128], [0.071, 4.376, -6.857], [-7.440, -0.345, 0.183], [6.164, -4.290, 4.127], [-5.990, -0.810, 1.042], [-2.200, 0.875, 1.226], [2.051, -6.315, 4.342], [0.045, -6.304, 2.966]]
}


(8)
{
  "formula": "C2HBrN2O",
  "method": "ωB97M-V with the def2-TZVPD basis set",
  "mol_weight_g_mol": 148.95,
  "homo_lumo_gap_ev": [8.71, 8.85],
  "charge": 0,
  "lumo_ha": [-0.020, -0.012],
  "fmax_ev_per_a": 4.82,
  "homo_ev": [-9.25, -9.17],
  "e_above_lowest_kj_mol": 585.5,
  "symbols": ["Br", "O", "N", "N", "C", "C", "H"],
  "xyz": [[-2.350, 1.198, -0.004], [0.802, -1.611, 0.002], [-0.428, -1.747, 0.000], [1.396, -0.459, 0.042], [0.539, 0.609, 0.003], [-0.761, 0.354, 0.048], [0.802, 1.657, -0.091]]
}